108
Properties=species:S:1:pos:R:3:forces:R:3:mulliken_spin:R:1 method="wB97M-V/def2-TZVPD" spin_multiplicity=2 de_lowest_kj_mol=156.7 s2=0.81 total_charge=+3
C -4.034056 -0.002862 -1.883248 0.12 -0.03 -0.09 0.0005
H 0.611966 0.890342 5.236635 -0.01 -0.01 0.00 -0.0002
H -1.394496 4.205787 2.687055 -0.01 0.02 0.02 0.0000
H -1.024758 2.000597 3.847247 0.03 -0.01 0.01 0.0001
C -3.454310 1.514724 -3.784466 0.01 -0.06 0.04 0.0000
H -3.905853 -2.303906 -0.164214 -0.04 -0.06 0.07 0.0000
H 6.576590 2.636678 3.150760 0.01 -0.02 0.01 -0.0001
N 4.746721 -1.912760 -0.909005 -0.47 0.42 -0.46 -0.0169
C 1.912184 3.424942 -0.139383 0.00 0.77 0.01 0.0175
H 6.273907 -2.723756 0.151289 0.06 -0.01 -0.11 -0.0010
C 0.618838 -0.282844 2.019255 -0.24 0.21 0.09 -0.0053
N 5.898878 4.731545 0.317144 0.01 -0.11 -0.02 -0.0003
H 4.658431 -2.548561 -1.701798 0.03 -0.02 -0.09 0.0004
C -3.726866 1.885706 1.589285 0.08 0.10 -0.03 0.0000
N 0.008627 -0.535013 -1.727027 0.62 0.06 -0.42 0.0092
C -3.307060 0.088454 -3.219499 -0.16 0.09 0.05 0.0005
C 1.924915 4.081081 -1.381606 0.02 -0.23 0.09 0.0032
S 1.937135 -1.385215 1.997392 0.11 0.07 -1.12 -0.0481
C -2.372185 3.723608 2.607618 0.05 -0.05 -0.05 0.0000
H 1.872524 3.635855 2.010052 0.01 0.02 0.01 -0.0004
H -4.546680 2.561533 1.344249 0.00 -0.01 0.01 0.0000
H -1.406489 -5.837378 0.871259 -0.04 -0.01 0.00 0.0000
H -3.473076 -0.845378 -5.204078 -0.01 -0.02 0.00 0.0000
H 5.401065 -1.192502 -1.204240 0.04 0.07 0.12 -0.0011
H -3.744081 1.045990 0.896252 -0.02 0.00 -0.03 0.0001
B 0.353539 -0.986453 -0.298414 -0.34 -0.13 -0.18 -0.1259
N 2.169287 0.884044 -0.087826 -0.46 1.36 -0.20 -0.0501
H -3.797736 -1.943893 -3.850943 0.00 0.00 -0.01 0.0000
H -4.514058 1.745892 -3.889844 0.01 0.02 -0.02 0.0000
H -3.026319 3.971620 -0.066258 0.00 -0.01 0.02 0.0000
S 2.575293 -0.474834 -2.556217 0.16 -0.23 0.81 -0.0766
H -4.116545 -3.985253 -0.692956 -0.02 0.02 -0.02 0.0000
N -0.957912 0.865608 0.709112 -0.23 0.16 -0.37 -0.0007
C 1.886501 5.534078 1.006183 -0.03 0.06 0.02 -0.0007
C -3.353926 -2.798346 2.483173 0.07 -0.06 -0.07 0.0007
H 6.020212 0.315171 3.909671 0.00 -0.04 -0.01 0.0000
C 0.366936 -0.259155 -4.068828 -0.22 0.07 -0.09 0.0037
C -1.825223 -0.173750 -3.055140 0.13 -0.06 -0.11 0.0001
C -1.016097 -4.868113 0.597549 0.19 0.16 -0.09 0.0009
H -2.084135 2.583124 -0.639297 -0.05 -0.01 -0.07 0.0001
N -1.339352 -2.525174 0.463136 -0.23 0.31 0.13 -0.0001
C -3.635151 -5.172015 1.735170 0.09 0.05 0.00 -0.0002
H -3.622673 -5.879425 0.903905 0.00 -0.02 0.02 0.0000
H -1.421199 -0.051088 -5.182161 -0.02 0.06 0.01 -0.0002
C 4.956116 -0.146947 2.111280 0.14 0.02 0.05 0.0069
S 2.299734 -3.150083 -0.744461 0.01 0.72 0.03 -0.0475
C -0.984991 -0.149356 -4.197546 0.24 -0.04 0.12 0.0024
H 1.546902 -6.013783 -1.054329 -0.03 -0.03 0.00 0.0001
C 0.875406 -0.420870 -2.751045 -0.20 0.03 0.10 0.0388
H -3.097962 4.491277 2.342613 0.00 0.01 0.02 0.0000
C 1.883307 4.156451 1.060124 0.03 -0.22 -0.08 0.0054
C 0.995041 0.237030 4.456720 0.03 -0.08 0.02 -0.0007
Cr 2.871919 -0.895795 -0.225088 1.75 -2.12 0.74 1.2103
H 4.813814 -3.445659 0.370379 -0.09 -0.05 -0.05 0.0018
C 2.021180 2.026742 -0.103739 -0.12 -0.56 0.03 0.0413
H -3.629067 0.725344 -1.185086 -0.01 0.04 0.10 0.0002
H -2.994021 1.617019 -4.768350 -0.01 0.02 0.00 0.0000
H -3.921621 -0.995295 -1.452167 -0.03 0.08 -0.03 0.0002
C 1.183701 -5.936278 -0.027446 0.06 -0.03 -0.05 -0.0025
C 0.266758 -4.769606 0.125645 -0.11 0.06 0.00 -0.0038
H -5.095693 0.196378 -2.024052 0.01 0.02 -0.03 -0.0001
H 4.606744 1.735767 -0.535326 -0.07 0.01 0.01 -0.0039
H 1.943079 5.974097 -2.364312 0.03 0.02 0.01 0.0000
C -3.239217 -3.763040 1.291821 -0.19 0.12 0.02 -0.0006
H -3.009747 2.253509 -3.113971 -0.01 0.00 0.00 0.0000
C 5.832436 3.659710 0.724652 0.03 0.25 0.01 0.0000
C -2.182317 3.319330 0.155942 0.02 -0.10 0.12 -0.0001
C -2.385210 2.645184 1.520929 -0.18 -0.01 -0.13 -0.0003
H 1.948249 3.502925 -2.296866 0.00 0.02 0.00 -0.0005
H 1.869078 6.107729 1.922527 0.02 0.01 -0.01 0.0001
N 5.278312 -2.554803 0.247098 -0.05 0.00 0.37 -0.0025
H -3.895019 1.503475 2.598205 -0.03 -0.02 -0.01 0.0000
H 2.058207 -5.813724 0.615748 -0.02 -0.03 0.01 0.0003
H -4.977970 -0.715285 -4.309865 0.00 -0.01 -0.01 0.0000
H -4.375610 -2.806659 2.861295 0.00 0.01 0.00 0.0001
N -0.099428 -2.427970 -0.003046 0.14 -0.45 -0.01 0.0002
N -1.321386 -0.400637 -1.869832 -0.45 -0.12 0.23 0.0010
C 5.622681 2.340846 1.243314 -0.09 -0.19 -0.03 -0.0044
H 0.909461 -0.797517 4.795095 -0.02 0.01 0.00 0.0003
C 6.026003 1.952349 2.518922 -0.01 -0.02 -0.07 0.0013
C -4.174708 -3.306926 0.160795 0.10 -0.03 0.07 0.0000
C -1.816997 -3.710687 0.761635 0.07 -0.28 0.05 0.0001
C -3.912530 -0.919056 -4.208718 0.07 -0.02 0.05 0.0001
C -1.305227 1.602612 1.740020 0.10 -0.02 0.15 -0.0011
C 0.263745 0.447182 3.172033 -0.11 0.12 0.04 0.0169
H -1.277335 3.933442 0.177026 -0.01 -0.01 -0.06 0.0001
C -0.717935 1.389224 3.009644 0.08 -0.18 -0.08 -0.0013
H 2.060033 0.438691 4.316627 -0.01 0.01 0.03 0.0004
H 0.684319 -6.864409 0.237772 0.00 0.00 -0.01 -0.0003
H -2.690249 -3.106212 3.294266 -0.02 0.03 0.02 0.0000
C 1.287158 -0.231240 -5.244559 0.08 -0.03 -0.03 -0.0039
N 4.529427 0.239363 0.899809 -0.23 0.01 -0.24 0.0087
C 5.706565 0.671837 2.938948 -0.01 0.06 -0.06 -0.0012
H -4.653256 -5.147660 2.120497 0.00 0.01 0.00 0.0000
H -2.992664 -5.543047 2.536554 -0.01 -0.04 -0.01 0.0000
H -5.204176 -3.297293 0.517775 0.00 0.00 0.00 0.0000
H 1.814547 -1.183345 -5.337946 0.00 0.02 0.00 -0.0009
H 1.946199 7.264405 -0.257628 -0.02 0.00 0.00 0.0000
H -3.100281 -1.781148 2.182355 -0.03 0.02 0.02 -0.0003
H -2.663643 3.334944 3.584278 0.01 0.03 0.01 0.0000
H 2.044468 0.547846 -5.139800 -0.03 0.02 -0.01 0.0019
C 0.717677 -3.465310 -0.177058 -0.36 -0.13 0.10 0.0120
H 0.729281 -0.055678 -6.160740 0.01 0.01 -0.01 -0.0005
C 1.920966 6.183291 -0.224649 -0.01 -0.03 -0.02 0.0007
N -0.043183 -0.077623 0.870531 0.26 0.02 0.56 0.0036
C 1.929328 5.460141 -1.413304 -0.03 0.06 0.00 0.0003
H 4.705686 -1.149498 2.415587 -0.08 -0.02 0.05 0.0001
C 4.900654 1.445610 0.465498 0.10 0.10 0.02 0.0119

---

103
Properties=species:S:1:pos:R:3:forces:R:3:mulliken_charge:R:1 method="wB97M-V/def2-TZVPD" spin_multiplicity=1 de_lowest_kj_mol=66.6 total_charge=-2
O 1.180736 1.781234 1.988782 -0.10 -0.02 -0.13 0.5652
C 4.701927 -1.739193 2.987482 0.01 -0.06 0.02 -1.1938
H 2.986754 -0.276200 -2.976681 -0.03 0.00 0.01 0.2304
C 3.802660 -0.985998 -3.132542 -0.06 0.00 -0.10 -1.1366
H 1.895462 -2.429614 -6.705299 0.00 0.00 0.00 0.3104
C -4.772113 -0.268455 1.884910 -0.11 -0.02 0.14 -0.2596
C 0.474059 -2.358939 -3.144281 -0.10 0.03 -0.01 -0.4420
C 5.161988 -4.509660 -0.330978 0.02 0.01 -0.02 -0.9257
C 6.152632 -0.171798 -3.405341 0.02 0.00 -0.01 -0.7286
C 4.952840 1.996126 3.523411 0.01 0.06 0.03 -0.8366
H -2.215681 1.815234 2.920970 0.07 0.11 -0.06 -0.2898
H 0.489765 2.965092 -4.401544 0.09 -0.01 -0.04 0.3500
N -2.914414 0.143019 0.771432 0.12 0.18 -0.17 0.1081
C -0.363525 -1.756792 3.866765 -0.01 -0.15 0.04 -0.2931
H 5.995445 -2.565847 -0.562023 -0.02 -0.01 0.00 0.3376
C 3.965882 -2.432970 0.100441 -0.07 0.06 -0.02 0.9336
C 4.983983 0.624399 3.699579 -0.01 -0.02 0.03 -0.8325
H -1.778692 0.118678 -6.370102 -0.05 -0.11 -0.01 0.3452
N -0.369293 -0.128101 -3.453997 -0.17 0.04 -0.23 0.2174
C 5.085396 -0.462837 -2.562584 0.07 0.01 -0.02 0.6789
H -3.689390 1.058176 4.046017 0.01 0.01 0.03 -0.2083
H -0.536233 1.346322 -6.580006 0.09 0.03 -0.04 0.3373
H -1.079757 3.647219 -3.966192 -0.06 0.08 -0.04 0.2540
C 0.270022 -1.202466 -3.949883 0.01 -0.02 -0.05 -0.0761
H 2.212033 -4.402836 -5.225100 0.01 -0.01 0.00 0.3376
H 3.502889 -1.922542 -2.661619 0.00 -0.04 0.02 0.1096
C 1.670841 -3.531994 -4.877809 0.05 -0.06 -0.03 -0.4421
C 1.675059 -2.533911 1.081138 0.20 -0.07 0.18 -0.6058
H 5.206588 2.655567 4.345584 0.00 0.00 0.00 0.2915
H 3.954228 -6.295736 -0.152651 0.01 -0.01 0.00 0.3146
H -3.487046 0.317177 -3.662236 -0.05 -0.08 -0.04 0.3147
H 1.682709 -1.477858 1.322125 0.14 -0.19 0.23 -0.9317
H -3.471963 -0.689713 -1.055173 0.01 -0.01 -0.06 0.4691
C 7.355234 0.316459 -2.914301 0.05 0.00 -0.03 -0.7497
C 0.670367 3.806798 0.860229 -0.01 0.03 0.06 -0.8031
H 6.570896 0.381469 0.367386 0.00 0.00 -0.01 0.3989
H 1.935701 -5.145298 0.549153 0.00 0.00 0.00 0.3419
C -1.602342 -0.438132 5.094222 -0.01 -0.03 0.15 -0.2598
H 8.438665 0.892230 -1.148231 0.02 0.00 -0.01 0.4288
C 3.971980 -5.214053 -0.050680 0.01 -0.09 0.00 -0.3792
H 4.853773 -1.875311 4.059508 0.02 -0.02 0.02 0.5020
C 1.261877 1.061514 3.204604 0.04 0.07 0.05 -0.5591
H 5.254900 0.217882 4.667664 0.02 0.00 0.02 0.2722
H 3.772437 -2.235232 2.705803 -0.04 0.00 0.00 0.0797
Si -1.199861 1.149163 -4.152638 0.09 -0.09 0.03 -0.1923
H -1.800760 4.188651 0.282616 0.00 0.00 -0.01 0.3756
H -0.163105 -1.790771 6.093730 0.02 -0.02 0.05 0.3759
H -2.930993 1.339326 -2.353571 0.02 0.01 0.13 0.0501
H -5.837116 -1.266154 0.224491 -0.03 -0.01 -0.01 0.3751
N -1.883389 -0.258668 3.795427 -0.11 0.00 -0.04 0.0914
C -2.947991 1.238957 -3.438054 0.08 -0.02 -0.06 -0.7355
H -0.431945 2.943611 2.525805 -0.05 0.01 0.00 0.0697
C 5.112491 -3.129643 -0.275045 0.10 0.00 -0.04 -0.5061
H 1.627507 0.064731 2.976263 0.02 -0.02 0.00 -0.1298
H 6.028911 -0.333873 -4.469939 0.01 0.00 -0.03 0.4098
H -1.747870 2.456808 0.721839 -0.01 -0.02 0.01 0.0364
H 1.295077 -4.307357 -2.908332 -0.01 -0.02 0.01 0.3316
H 0.070168 -2.350929 -2.139583 -0.05 -0.35 -0.23 0.8198
C 4.293661 0.255447 1.426713 0.07 -0.04 0.03 0.7753
C -1.449721 1.102887 -6.037822 -0.05 0.08 0.09 -1.2975
N -3.546359 0.276710 1.950276 0.06 -0.21 -0.06 0.0037
P 3.799679 -0.654434 -0.107182 0.16 -0.01 0.12 1.3136
C 7.505712 0.516955 -1.551959 -0.01 0.00 0.01 -0.7877
H 0.736558 -0.441549 -5.914599 -0.01 0.06 -0.04 0.2145
H -0.075236 2.880153 -2.738012 0.02 0.00 0.12 0.1060
H 1.711304 3.857783 0.534790 0.01 0.00 0.02 0.2300
C 2.833865 -4.573121 0.337104 -0.06 -0.07 0.03 -1.0804
C -0.393893 2.818081 -3.778086 -0.05 -0.06 -0.05 -0.7984
H 1.966607 1.555203 3.886328 0.01 0.01 0.02 0.3167
H -2.124072 0.130515 5.844421 -0.04 0.03 0.07 0.4434
C -0.619745 -1.405846 5.198898 0.00 0.08 0.03 -0.9969
H -5.407942 -0.262976 2.753585 -0.05 0.00 0.03 0.4100
C 0.598173 3.046263 2.168614 0.16 0.03 -0.03 -0.3676
H 0.779599 -3.086318 1.337129 0.02 -0.04 0.00 0.0150
H 6.059108 -5.023796 -0.649944 0.01 -0.01 0.00 0.3689
C -4.965741 -0.770489 0.616260 -0.08 -0.03 -0.01 -1.1806
C 0.826902 -1.294623 -5.256230 0.02 0.02 -0.01 0.1225
N -1.128254 -1.063334 3.033594 0.10 -0.02 -0.22 -0.1912
H 0.280481 0.979041 3.678776 0.04 0.02 0.00 0.1994
C 4.567958 2.514203 2.296175 0.02 0.01 -0.01 -0.6718
O -0.034001 3.217862 -0.204792 0.09 -0.03 -0.07 -0.1566
H -1.876756 2.933640 -0.978503 -0.02 -0.01 -0.01 -0.1589
B -2.842121 0.821347 3.204321 -0.04 0.05 0.06 0.3550
H 5.505831 -2.246984 2.454636 0.01 -0.01 -0.03 0.2564
H 3.900752 2.044948 0.324303 0.00 -0.01 -0.01 0.3639
H 0.351844 -2.460567 3.472038 0.02 -0.04 0.00 0.4266
C 4.661078 -0.268772 2.675498 -0.02 0.06 0.00 0.7739
H 3.888023 -1.160983 -4.204152 -0.02 -0.01 -0.01 0.4201
C -1.436412 3.195853 -0.018096 -0.09 0.02 0.01 -0.1435
C 1.152392 -3.474886 -3.588806 0.07 -0.06 0.05 -1.0243
C 6.449771 0.227153 -0.698199 0.04 0.02 0.03 -0.3423
H 4.510878 3.583905 2.138427 -0.01 0.04 0.00 0.3815
H -3.519749 2.075167 -3.844834 -0.05 0.09 -0.04 0.2852
H 0.307216 4.835295 1.030272 0.00 -0.06 0.01 0.3978
Cs 0.311312 -0.292806 -0.600688 -0.60 0.93 0.46 0.9973
C 1.490999 -2.422260 -5.696503 0.03 -0.02 -0.10 -0.8457
H 1.157896 3.622221 2.927827 -0.01 -0.03 -0.05 0.3001
H 8.170759 0.535368 -3.595124 -0.02 0.00 0.01 0.3338
H -2.212966 1.831988 -6.322267 -0.04 0.04 -0.05 0.3814
C 4.233032 1.643194 1.276793 -0.03 0.00 -0.04 -0.5575
C 2.777420 -3.145605 0.530812 -0.03 0.03 -0.11 1.1463
C 5.239319 -0.258524 -1.182107 -0.03 0.01 0.09 -0.3952
C -3.760364 -0.478572 -0.037549 0.06 -0.01 -0.06 -0.2892